a.
Computed, not measured: the molecule C3H6OS, with ωB97M-V/def2-TZVPD.

```
11
Properties=species:S:1:pos:R:3:mulliken_charge:R:1
C 1.69 -0.20 -0.33 -0.9422
C 0.42 0.02 0.62 -0.5129
S -0.98 -0.93 -0.01 -0.1035
C -2.32 0.08 -0.25 0.1066
O -3.46 -0.19 0.07 -0.4415
H 2.35 0.64 -0.09 0.3034
H 1.53 -0.05 -1.40 0.3081
H 2.26 -1.12 -0.15 0.3024
H 0.00 0.99 0.68 0.3620
H 0.55 -0.36 1.57 0.3448
H -2.03 1.13 -0.71 0.2729
```

* SMILES: CCSC=O
* frontier orbital gap: 10.094 eV
* HOMO level: -9.48 eV



b.
Computed, not measured: the molecule C3H6OS, with ωB97M-V/def2-TZVPD.

```
11
Properties=species:S:1:pos:R:3:mulliken_charge:R:1
C -0.47 -1.18 0.20 -0.5765
C 0.07 0.08 -0.37 0.0926
C 1.16 0.89 0.21 -1.0157
O -2.73 0.09 -0.44 -0.5863
S -1.60 0.21 0.48 0.3970
H -0.96 -1.84 -0.54 0.2836
H -0.14 -1.82 1.09 0.2737
H 0.25 0.17 -1.52 0.3114
H 1.01 1.23 1.34 0.2848
H 1.30 1.85 -0.47 0.2613
H 2.11 0.31 0.03 0.2740
```

* frontier orbital gap: 10.107 eV
* HOMO level: -9.19 eV



c.
Computed, not measured: a structure of composition C3H6OS, with ωB97M-V/def2-TZVPD.

```
11
Properties=species:S:1:pos:R:3:mulliken_charge:R:1
C -0.73 -0.41 -0.12 0.0032
C -0.18 0.39 -1.17 -0.6338
C 0.15 0.68 0.32 -0.1812
H -0.30 -1.22 1.83 0.1654
H -1.76 -0.16 0.33 0.2504
H 0.60 0.00 -1.80 0.2204
H -0.56 1.23 -1.79 0.2013
H -0.54 1.33 0.85 0.3685
H 2.13 -0.19 0.06 0.3879
O 1.45 0.41 0.89 -0.5657
S -0.25 -2.05 0.59 -0.2164
```

* frontier orbital gap: 9.528 eV
* HOMO level: -8.93 eV



Relative stability in hartree, measured from the most stable structure: a 0.0000; b 0.0430; c 0.1039



a.
Computed, not measured: a cluster of 4 separate species, C4H14NOS2 in total, with ωB97M-V/def2-TZVPD.

```
22
Properties=species:S:1:pos:R:3:mulliken_charge:R:1
N 1.80 1.39 0.66 -0.3076
C 1.86 1.00 -0.70 0.2032
C 0.55 1.10 -1.43 -0.8342
C 2.33 -0.57 -0.72 -0.7109
S 1.39 -1.71 0.24 0.1131
S -2.18 0.30 -0.31 -0.0639
C -3.78 -0.44 -0.10 -0.7668
H 1.08 0.94 1.23 0.2181
H -0.67 -0.54 -1.47 0.6377
H 2.00 2.35 0.89 0.2523
H 2.75 1.46 -1.08 0.4830
H -0.17 1.71 -0.89 0.5259
H 0.64 1.35 -2.48 0.3756
H 0.02 0.07 -1.25 -0.8614
H 3.28 -0.54 -0.22 0.4556
H 2.40 -1.01 -1.71 0.4091
H -4.23 -0.59 -1.07 0.2970
H -3.78 -1.42 0.40 0.3055
H -4.30 0.22 0.59 0.3342
H -1.13 0.18 1.56 0.3311
H -0.03 -0.54 1.73 0.2225
O -0.35 0.27 2.15 -0.6190
```

* frontier orbital gap: 4.435 eV
* HOMO level: -13.09 eV
* charge: +1



b.
Computed, not measured: a cluster of 4 separate species, C4H14NOS2 in total, with ωB97M-V/def2-TZVPD.

```
22
Properties=species:S:1:pos:R:3:mulliken_charge:R:1
N -0.79 -1.31 -0.40 -0.2628
C -0.64 -0.74 -1.73 -0.1494
C -0.43 0.73 -1.53 -0.5894
C 0.60 -1.25 -2.56 -0.5483
S 2.10 -1.03 -1.61 0.0661
S -0.27 1.32 1.59 -0.0210
C -0.65 2.16 3.15 -0.7372
H -1.02 -2.30 -0.31 0.2587
H 1.30 1.07 -0.36 0.7342
H 0.08 -1.16 0.11 0.2573
H -1.63 -0.79 -2.19 0.4433
H -1.07 1.34 -0.90 0.4216
H -0.15 1.24 -2.45 0.3467
H 0.52 0.77 -0.85 -0.9877
H 0.36 -2.29 -2.81 0.4363
H 0.61 -0.76 -3.54 0.3979
H -1.48 2.85 3.00 0.2997
H 0.20 2.75 3.50 0.3240
H -0.90 1.42 3.92 0.3005
H 1.77 -1.76 1.99 0.3280
H 0.68 -0.65 2.04 0.2820
O 0.82 -1.61 1.94 -0.6005
```

* frontier orbital gap: 4.136 eV
* HOMO level: -12.83 eV
* charge: +1



Relative stability in hartree, measured from the most stable structure: a 0.0000; b 0.0220



a.
Computed, not measured: a structure of composition C5H5Br2N, with ωB97M-V/def2-TZVPD.

```
13
Properties=species:S:1:pos:R:3:mulliken_charge:R:1
C -1.02 1.00 -0.02 -0.1972
C 0.97 0.22 -0.55 -0.4708
C -0.99 -0.13 0.83 -0.6562
C 0.41 -0.68 0.58 0.3071
C 1.52 -1.15 1.55 -0.1235
N 0.00 1.22 -0.80 -0.6187
Br 1.05 -2.42 2.83 -0.0487
Br 3.08 -2.04 0.45 -0.1466
H -1.87 1.75 -0.06 0.3547
H 1.85 0.85 -0.25 0.2968
H 1.24 -0.46 -1.36 0.3769
H -1.73 -0.56 1.34 0.5684
H 0.27 -1.71 0.19 0.3579
```

* frontier orbital gap (spin up / spin down): 7.328 / 7.979 eV
* HOMO level (spin up / spin down): -8.64 / -9.04 eV



b.
Computed, not measured: a structure of composition C5H5Br2N, with ωB97M-V/def2-TZVPD.

```
13
Properties=species:S:1:pos:R:3:mulliken_charge:R:1
C -0.06 -1.47 0.40 -0.3242
C -1.34 0.20 -0.28 -0.5375
C 0.96 -0.56 -0.23 -0.2159
C 0.04 0.57 -0.78 -0.2002
C 0.96 0.85 0.35 0.0569
N -1.27 -1.17 0.25 -0.4696
Br 0.39 1.19 2.18 -0.0899
Br 2.51 1.94 -0.05 -0.1287
H 0.03 -2.36 0.91 0.5165
H -1.73 0.77 0.67 0.2533
H -2.19 0.23 -1.04 0.3118
H 1.69 -1.17 -0.63 0.4189
H 0.00 0.97 -1.76 0.4087
```

* frontier orbital gap: 10.358 eV
* HOMO level: -9.92 eV



Relative stability in hartree, measured from the most stable structure: a 0.0832; b 0.0000



a.
Computed, not measured: the molecule C6H6, with ωB97M-V/def2-TZVPD.

```
12
Properties=species:S:1:pos:R:3:mulliken_charge:R:1
C 3.08 0.13 0.38 0.2230
C 1.90 -0.04 0.60 -0.5100
C 0.48 -0.26 0.87 -0.5131
C -0.31 -0.55 -0.38 -0.2445
C -1.57 -0.23 -0.46 -0.0835
C -2.57 0.52 -0.81 -0.6917
H 4.12 0.27 0.21 0.3971
H 0.05 0.60 1.38 0.3091
H 0.38 -1.12 1.54 0.2435
H 0.17 -1.00 -1.25 0.3687
H -2.09 1.30 -1.38 0.2330
H -3.64 0.38 -0.70 0.2684
```

* SMILES: C#CCC=C=C
* frontier orbital gap: 10.304 eV
* HOMO level: -9.43 eV



b.
Computed, not measured: a structure of composition C6H6, with ωB97M-V/def2-TZVPD.

```
12
Properties=species:S:1:pos:R:3:mulliken_charge:R:1
C 0.17 -0.61 -1.71 -1.0735
C 0.61 0.10 -0.48 0.0530
C -0.24 0.95 0.26 -0.3288
C -1.22 1.84 0.16 -0.5207
C 0.07 -0.05 1.35 -0.6685
C 0.22 -0.70 2.37 0.5264
H -0.89 -0.42 -1.91 0.3244
H 0.76 -0.16 -2.53 0.3164
H 0.38 -1.68 -1.71 0.3212
H 1.65 -0.01 -0.17 0.3740
H -1.98 1.80 0.94 0.2320
H 0.35 -1.18 3.31 0.4442
```

* frontier orbital gap (spin up / spin down): 7.511 / 6.598 eV
* HOMO level (spin up / spin down): -8.26 / -7.49 eV



Relative stability in hartree, measured from the most stable structure: a 0.0000; b 0.1268



a.
Computed, not measured: the molecule C18H23N3O2S, with ωB97M-V/def2-TZVPD.

```
47
Properties=species:S:1:pos:R:3:mulliken_charge:R:1
C 2.43 4.95 1.73 -1.4262
C 1.61 4.48 2.89 0.9683
C 1.96 4.84 4.18 -0.7163
C 1.20 4.46 5.27 -0.6253
C 0.05 3.71 5.08 -0.5742
C -0.31 3.33 3.80 -0.4459
C 0.47 3.69 2.71 0.3379
N 0.04 3.28 1.43 -0.1154
C 0.79 2.59 0.53 0.5481
O 1.95 2.28 0.69 -0.6240
C 0.03 2.27 -0.76 -1.0894
C 0.71 1.13 -1.51 0.2953
S 0.22 -0.51 -0.89 -0.2297
C -0.25 -1.07 -2.52 0.5414
N -0.69 -2.19 -2.87 -0.5423
C -0.87 -3.26 -1.93 0.5079
C -2.31 -3.76 -2.02 -1.0052
C -2.52 -4.95 -1.10 -0.5614
C -1.55 -6.08 -1.44 -0.6500
C -0.11 -5.58 -1.34 -0.5852
C 0.11 -4.39 -2.27 -1.0301
N -0.08 -0.04 -3.42 -0.0769
C 0.38 1.17 -2.99 -0.0470
O 0.50 2.14 -3.69 -0.6325
H 1.78 5.32 0.93 0.3069
H 3.10 5.75 2.04 0.4661
H 3.02 4.13 1.33 0.2726
H 2.84 5.44 4.34 0.3531
H 1.49 4.75 6.27 0.3792
H -0.56 3.42 5.92 0.3688
H -1.20 2.74 3.64 0.3823
H -0.96 3.31 1.28 0.2878
H -1.01 2.02 -0.55 0.3935
H 0.06 3.16 -1.40 0.3803
H 1.79 1.23 -1.37 0.5554
H -0.67 -2.90 -0.90 0.2396
H -2.51 -4.05 -3.06 0.2973
H -3.00 -2.95 -1.76 0.2987
H -3.55 -5.31 -1.19 0.3298
H -2.36 -4.64 -0.06 0.3068
H -1.69 -6.92 -0.75 0.3171
H -1.74 -6.43 -2.45 0.3114
H 0.58 -6.38 -1.61 0.3339
H 0.10 -5.27 -0.32 0.3084
H -0.06 -4.69 -3.31 0.3162
H 1.13 -4.02 -2.19 0.2873
H -0.33 -0.19 -4.39 0.2859
```

* SMILES: Cc1ccccc1NC(=O)C[C@H]1S/C(=N\C2CCCCC2)NC1=O
* frontier orbital gap: 9.540 eV
* HOMO level: -9.00 eV



b.
Computed, not measured: the molecule C18H23N3O2S, with ωB97M-V/def2-TZVPD.

```
47
Properties=species:S:1:pos:R:3:mulliken_charge:R:1
O -3.14 0.14 -0.04 -0.6855
S -1.78 -0.36 -0.18 1.1660
O -1.64 -0.94 -1.51 -0.6559
C -1.50 -1.63 1.07 0.1554
C -0.41 -1.53 1.95 0.1398
C -0.13 -2.52 2.92 -1.0641
C -0.96 -3.67 2.98 -0.5663
C -2.07 -3.80 2.13 0.4148
C -2.86 -4.98 2.14 -0.4033
N -3.88 -5.13 1.28 -0.6129
C -4.17 -4.15 0.44 -0.3576
C -3.32 -3.06 0.25 -0.6818
C -2.32 -2.77 1.17 0.8094
N -0.57 0.94 0.05 0.4219
C -1.16 2.13 0.69 -0.8022
C -0.07 3.20 0.93 -0.6538
C 0.78 3.45 -0.30 -1.5966
C 1.37 2.19 -1.00 2.3988
C 1.94 2.54 -2.39 -1.5342
C 2.62 1.33 -3.08 -0.5299
C 3.70 0.76 -2.14 -0.7407
N 3.06 0.43 -0.83 -0.2290
C 2.41 1.53 -0.12 -1.5465
C 0.17 1.21 -1.20 -2.1629
H 0.29 -0.71 1.90 0.3654
H 0.73 -2.39 3.56 0.4178
H -0.72 -4.47 3.69 0.3167
H -2.59 -5.78 2.87 0.2619
H -5.03 -4.23 -0.21 0.3673
H -3.56 -2.42 -0.61 0.3878
H -1.60 1.89 1.64 0.4233
H -1.91 2.56 0.04 0.4267
H -0.54 4.12 1.25 0.4419
H 0.58 2.81 1.74 0.3066
H 1.58 4.12 -0.04 0.4859
H 0.16 3.99 -1.02 0.4168
H 2.74 3.27 -2.24 0.4684
H 1.20 2.99 -3.03 0.4668
H 3.09 1.66 -4.01 0.4415
H 1.89 0.53 -3.33 0.2644
H 4.17 -0.13 -2.54 0.4092
H 4.50 1.52 -2.07 0.3221
H 3.75 -0.02 -0.21 0.2628
H 1.99 1.18 0.82 0.3688
H 3.17 2.28 0.15 0.4156
H 0.56 0.28 -1.59 0.7886
H -0.50 1.62 -1.95 0.4908
```

* SMILES: O=S(=O)(c1cccc2cnccc12)N1CCC[C@]2(CCCNC2)C1
* frontier orbital gap: 8.285 eV
* HOMO level: -8.64 eV



Relative stability in hartree, measured from the most stable structure: a 0.0000; b 0.1174